{
  "formula": "C33H40AlCl57NO4",
  "method": "ωB97M-V/def2-TZVPD",
  "symbols": ["C", "C", "C", "H", "Cl", "O", "Cl", "Cl", "H", "C", "H", "H", "Cl", "Cl", "H", "Cl", "Cl", "H", "Cl", "C", "Cl", "H", "Cl", "C", "Cl", "Cl", "Cl", "Cl", "Cl", "Cl", "Cl", "C", "O", "Cl", "H", "C", "C", "H", "H", "Cl", "Cl", "Cl", "C", "H", "C", "Cl", "Cl", "H", "H", "Cl", "Cl", "C", "H", "H", "C", "C", "Cl", "H", "H", "H", "Cl", "H", "Cl", "C", "H", "H", "Cl", "Cl", "H", "H", "Cl", "C", "Cl", "H", "H", "C", "Cl", "Cl", "Cl", "Cl", "H", "C", "C", "C", "H", "C", "H", "H", "C", "H", "Cl", "Cl", "Cl", "H", "H", "Cl", "C", "H", "H", "O", "Cl", "H", "C", "C", "H", "Cl", "H", "Cl", "Al", "C", "C", "Cl", "C", "H", "C", "N", "Cl", "Cl", "O", "H", "C", "C", "Cl", "H", "Cl", "C", "Cl", "Cl", "Cl", "Cl", "Cl", "Cl", "C", "Cl", "Cl", "Cl"],
  "xyz": [[-2.01552, -0.57235, -3.97089], [8.37721, 3.42823, -3.81795], [-1.38412, 0.32927, -3.13010], [4.48259, -5.05801, 9.03958], [0.78004, 3.16470, 1.92071], [-0.43235, -6.63856, 1.17160], [-4.70838, 2.25554, -2.46683], [-4.68486, -6.31673, -2.76001], [1.54896, -3.50440, 0.95840], [1.46554, -8.45915, 4.00843], [-0.21825, -3.35195, -3.18836], [-4.36749, 1.96187, 2.08473], [3.38170, 3.45890, 11.57509], [9.47991, 3.21952, -5.18132], [-2.18033, -1.07420, 2.26090], [0.67616, 0.92946, 8.14700], [4.96283, 1.27727, -7.12609], [-2.82879, -0.29820, -4.62929], [-2.37574, 3.99783, -7.10993], [1.58037, -0.48193, 7.58396], [-11.28751, 0.71052, -5.32965], [2.95577, 0.93456, -5.97057], [-3.85001, 4.93474, -1.78768], [-2.02199, -0.13168, 1.73782], [4.14160, -4.22896, 2.11273], [5.08853, -0.93251, -3.44908], [3.74329, 3.82531, 7.20436], [1.89786, -10.13155, 4.38417], [-9.95031, 5.68819, -1.47232], [-2.09268, 1.59280, -8.71962], [12.22073, 0.32142, -0.43679], [-4.72759, -4.54766, -2.70274], [-4.05858, -0.62254, 0.38337], [1.60215, 5.08828, -0.36335], [10.71139, -0.04494, -2.18678], [0.44677, -0.95347, 1.79658], [4.64980, 0.71540, -2.98767], [-1.70251, 1.36770, -3.13422], [1.45731, -0.52524, 1.82154], [-5.72810, -3.90430, -4.00958], [2.30653, 2.24635, -7.79845], [1.16120, -7.55590, 5.49500], [-4.87987, 0.15172, 1.12709], [-2.08422, -2.89268, 0.76500], [-10.03047, 4.45691, -2.72897], [-6.30922, 3.84909, -0.63095], [-10.85591, 5.08764, -4.16062], [-5.16755, -4.25247, -1.75856], [1.92164, -1.02258, -1.30497], [5.55462, 1.22204, -1.56116], [-12.62770, 2.41238, -7.26619], [-1.50157, 2.46931, -7.30239], [-0.62383, 5.66006, -0.80243], [-0.45702, 2.70165, -7.46536], [-0.56208, -2.32359, -3.17682], [3.39525, 1.77706, -6.49156], [-6.95557, -2.10826, -6.42492], [-5.80898, 4.27958, -2.87430], [8.63842, 4.34629, -3.30876], [1.23030, -0.73480, 6.59018], [3.94884, -3.73781, 7.18316], [3.66307, -6.37072, 1.31951], [5.34254, 3.84746, 4.78301], [0.06818, -1.41136, -2.32057], [6.03931, 4.22046, 6.98509], [-1.59679, -3.75366, -0.66245], [0.32521, 5.48210, -2.93676], [3.11932, -5.02327, -0.49286], [-5.72860, 2.06951, 0.94970], [-0.36563, 0.68430, 0.55717], [-0.13534, -2.81300, 5.44587], [1.18695, -1.81968, -1.41737], [5.75962, -5.89216, 0.36078], [-4.07126, 2.03625, 0.32818], [-2.09816, -2.59295, -4.65578], [4.92137, -4.18054, 8.58347], [1.28280, -1.87071, 8.63456], [12.54953, -1.36725, -2.77646], [-3.10929, -3.86048, -2.79883], [6.70696, 3.57854, -4.37740], [1.67036, -4.29136, 5.69669], [-5.24318, 3.88369, -2.04158], [3.88133, 5.09432, 11.14810], [5.34057, 3.53675, 6.52011], [4.27171, 5.57294, 12.03600], [-6.33134, -0.46493, -6.25431], [-0.30941, 0.98891, 2.26890], [-10.60076, 3.61949, -2.34857], [11.78451, 0.08539, -2.12997], [-2.46371, 0.71027, 2.28179], [8.54016, 2.09566, -2.67599], [0.96638, -4.64925, 3.50399], [-0.29129, 2.44014, 4.52848], [1.69423, -2.67939, -1.86990], [-2.14407, -0.87325, -0.25354], [2.91424, 0.84932, -2.74354], [4.10957, -5.48709, 0.87898], [0.13723, 0.65792, -1.67781], [0.55540, -8.46560, 3.42145], [-5.75713, -0.35862, 1.77762], [2.73355, -7.69625, 3.04834], [-2.59372, 0.80985, -0.13850], [1.32343, -3.65330, 4.89341], [-4.73400, 1.65951, 1.10315], [0.21482, -1.38668, 2.77688], [5.87361, 1.89164, 6.86397], [4.92614, 1.37678, -3.79867], [3.58520, 3.09548, -5.33267], [0.48644, -2.44320, 0.42609], [-11.10838, 2.07554, -6.43363], [-1.27364, -3.48654, 0.33642], [2.50537, 6.03891, 10.57306], [-0.33722, 3.60638, 3.20495], [-0.03897, 4.56982, 3.59636], [-2.69371, -0.15746, 0.36193], [-0.41612, -5.60741, 0.57684], [5.16091, 5.05757, 9.93484], [2.60964, -2.48550, 4.52031], [-1.20113, -4.69334, 1.17544], [-10.84216, 2.94539, -5.85055], [-0.53013, 0.20774, 1.53057], [0.07892, 4.97552, -1.25975], [-9.80507, 1.79396, -7.58561], [-7.11622, 0.14762, -5.82918], [-1.63108, 1.47699, -5.85041], [-1.60492, -1.89472, -3.99758], [-5.91006, 0.19590, -7.83666], [-1.98029, 3.76154, 2.56406], [-0.62243, 3.36244, -1.22019], [3.29968, -0.11234, 7.48625], [6.57082, -4.58275, 8.09845], [-8.42174, 3.86165, -3.13880], [-0.34740, -0.07580, -2.31270], [4.92264, -2.88295, 9.78122], [12.21420, 1.49989, -3.09044], [-4.93682, -0.40996, -5.17153]],
  "forces_ev_per_a": [[-0.3088, -0.4967, -0.0117], [-0.0086, -0.0542, -0.0341], [-0.2157, 0.3217, 0.0812], [0.0207, 0.0016, 0.0135], [0.1335, 0.1859, 0.4631], [0.2591, -0.1084, 0.1149], [-0.0620, 0.0089, -0.0378], [-0.0239, 0.0305, 0.0224], [-0.0532, 0.0418, 0.0791], [0.0283, 0.0654, -0.0308], [-0.0231, -0.0093, -0.0365], [-0.0340, 0.1140, -0.0545], [0.0132, 0.0233, 0.0029], [-0.0334, 0.0462, 0.0038], [0.0238, 0.0347, 0.0687], [-0.0297, 0.0066, -0.0281], [-0.0288, -0.0085, 0.0289], [0.4384, 0.1649, 0.3409], [0.0276, 0.0059, -0.0066], [0.0676, -0.0267, 0.0101], [0.0316, 0.0305, 0.0093], [-0.0297, 0.0076, 0.0235], [-0.0953, 0.0884, 0.0673], [-0.0985, 0.8483, -1.0857], [0.1704, -0.1182, -0.0863], [0.0058, 0.0142, -0.0323], [-0.1441, -0.0800, -0.2077], [-0.0341, -0.0247, -0.0150], [0.0153, -0.0398, -0.0094], [0.0262, 0.0086, -0.0113], [-0.0321, 0.0015, -0.0072], [0.1876, -0.0719, 0.0521], [0.2218, 0.6394, 0.3717], [-0.0437, 0.1505, -0.4111], [0.0039, 0.0021, -0.0088], [-0.5459, 0.0704, -0.9780], [0.0338, -0.0701, -0.0159], [0.0221, -0.0175, 0.1015], [0.0628, -0.1732, 0.1752], [-0.0312, -0.0530, 0.0980], [0.0043, -0.0106, -0.0413], [0.0169, -0.0648, 0.0197], [-0.5428, -0.2919, 0.2376], [-0.0964, -0.3072, 0.1611], [0.0803, 0.0343, 0.0589], [0.1049, 0.4410, -0.1834], [-0.0206, -0.0230, 0.0008], [-0.0154, -0.0116, -0.0136], [-0.1320, -0.0742, 0.1768], [-0.2668, -0.0349, 0.1502], [0.0191, 0.0214, 0.0212], [-0.0926, -0.0208, 0.1587], [0.0069, -0.0019, 0.0129], [-0.0328, 0.0123, 0.0066], [-0.2695, 0.5532, -0.1632], [0.0440, -0.0207, 0.0718], [-0.0543, 0.0953, -0.0542], [0.0298, 0.0436, 0.0063], [0.0300, -0.0169, 0.0080], [0.0031, -0.0141, 0.0060], [0.2378, -0.0621, 0.0610], [0.1615, 0.1261, -0.1643], [0.0318, 0.0183, 0.0130], [1.1521, 0.0194, 0.6244], [-0.0037, -0.0004, -0.0041], [-0.0704, -0.3335, -0.0688], [-0.0370, 0.0596, -0.0232], [0.3131, -0.2580, -0.1771], [0.1618, -0.1872, 0.2306], [-0.0548, -0.1524, -0.0599], [-0.0232, 0.0146, 0.0359], [-0.7762, -0.4054, -0.3160], [0.0154, -0.0771, 0.0357], [-0.0047, 0.0129, 0.0829], [0.0994, 0.0915, -0.1951], [-0.0661, 0.0213, -0.0512], [-0.0239, 0.0900, 0.0358], [-0.0288, 0.0053, -0.0001], [-0.7515, -0.5345, 0.3213], [0.1589, -0.0366, 0.0181], [-0.0107, 0.0684, 0.0601], [0.0696, -0.1927, 0.0221], [-0.0834, -0.1060, -0.0818], [-0.1399, -0.0668, -0.0040], [0.0007, 0.0065, -0.0085], [0.0827, 0.0062, 0.0412], [-0.1168, -0.1660, -0.3095], [-0.0319, 0.0156, -0.0237], [0.0487, 0.0112, 0.0040], [-0.1257, -0.3671, 0.3588], [0.1300, 0.0937, -0.0575], [-0.1458, 0.0763, 0.1798], [-0.0023, 0.0690, 0.0948], [0.0701, -0.0242, 0.1923], [-0.2673, -0.0154, -0.1588], [0.0490, 0.1573, -0.0853], [-0.1566, 0.1672, -0.0805], [0.0921, -0.1705, 0.0765], [0.0107, 0.0588, -0.0145], [0.0368, 0.0297, -0.2857], [-0.0833, -0.1745, 0.2303], [-0.1550, -0.0149, 0.0497], [0.0089, -0.1215, -0.2870], [0.1158, -0.3089, 0.0639], [0.1474, 0.1114, 0.0479], [0.1859, 0.0672, -0.0096], [0.0569, -0.0238, 0.0091], [-0.1655, 0.1202, -0.1281], [0.5408, -0.0187, 0.2591], [0.0321, -0.0368, -0.0346], [0.3289, 0.8469, 0.1332], [0.0163, 0.0160, 0.0166], [0.0845, -0.1853, -0.0340], [-0.0294, -0.0043, 0.0073], [0.7680, -0.7889, -0.0808], [-0.3759, 0.0237, 0.1741], [0.2044, 0.1378, 0.2406], [-0.1747, 0.0679, 0.1360], [-0.1057, -0.0944, -0.5508], [-0.0446, 0.0328, 0.0409], [0.1396, 0.0099, 1.3566], [0.0720, 0.0066, -0.1085], [0.0444, -0.0568, -0.0105], [-0.0101, -0.0015, -0.0237], [0.2342, 0.4588, -0.7176], [0.7829, 0.0913, 0.0626], [-0.0273, 0.0700, -0.0021], [-0.0284, 0.0439, -0.0224], [0.1291, -0.0101, 0.0674], [-0.1351, -0.0049, 0.0225], [-0.0056, -0.0238, 0.0120], [-0.2821, -0.0544, -0.2753], [-0.3982, 0.0121, -0.3926], [-0.0108, -0.0205, 0.0139], [0.0179, -0.0012, -0.0104], [-0.6132, -0.1041, -0.2341]],
  "total_charge": -1,
  "mol_weight_g_mol": 2562.49,
  "homo_lumo_gap_ev": 6.50
}